This record from the Open Molecules 2025 dataset describes a 3-piece molecular cluster, C19H22F18NO8PS2 overall. The level of theory is ωB97M-V with the def2-TZVPD basis set.

Geometry as XYZ:
```
71
Properties=species:S:1:pos:R:3
O -2.455 -2.578 1.644
C -2.223 -3.327 0.716
O -1.061 -3.984 0.555
C -0.442 -3.574 -0.695
C 1.060 -3.594 -0.526
C 1.627 -2.250 -0.078
F 0.727 -1.652 0.727
F 2.738 -2.458 0.656
C 1.924 -1.299 -1.261
F 2.531 -1.984 -2.248
F 0.729 -0.882 -1.719
C 2.832 -0.102 -0.899
F 2.432 0.403 0.276
F 4.060 -0.611 -0.706
C 2.947 1.002 -2.004
F 4.241 1.114 -2.348
F 2.280 0.669 -3.117
C 2.519 2.427 -1.554
F 2.896 3.253 -2.552
F 3.206 2.808 -0.467
C 0.991 2.636 -1.382
F 0.386 1.600 -0.788
F 0.482 2.735 -2.619
C 0.603 3.944 -0.627
F -0.645 4.253 -1.035
F 1.392 4.962 -0.980
C 0.528 3.792 0.927
F 0.911 4.950 1.479
F 1.352 2.831 1.370
F -0.710 3.501 1.317
N -3.219 -3.581 -0.323
F -4.347 -4.068 0.357
P -3.826 -2.118 -1.106
O -3.763 -2.513 -2.691
O -2.704 -0.966 -0.949
H -0.750 -4.241 -1.491
H -0.792 -2.574 -0.938
H 1.278 -4.285 0.280
H 1.548 -3.963 -1.416
H -3.552 -1.744 -3.231
H -3.190 -0.131 -0.839
O 5.188 -2.264 3.560
S 6.429 -1.567 3.340
O 7.695 -2.250 3.412
C 6.319 -0.676 1.792
C 5.729 0.677 2.175
C 6.452 1.100 3.461
C 6.467 -0.114 4.399
H 5.701 -1.237 1.096
H 7.330 -0.573 1.399
H 5.858 1.408 1.378
H 4.658 0.574 2.368
H 7.477 1.393 3.222
H 5.970 1.954 3.934
H 7.362 -0.152 5.013
H 5.582 -0.146 5.032
O -6.418 2.328 -2.843
S -6.101 1.384 -1.806
O -4.736 0.966 -1.574
C -6.813 1.950 -0.267
C -8.210 1.336 -0.255
C -8.035 -0.109 -0.746
C -7.143 -0.066 -1.991
H -6.810 3.037 -0.247
H -6.201 1.557 0.545
H -8.652 1.375 0.738
H -8.863 1.884 -0.937
H -7.551 -0.703 0.032
H -8.992 -0.578 -0.968
H -6.510 -0.948 -2.073
H -7.722 0.062 -2.904
```

Values from the calculation:
M   829.46 g/mol
LUMO energy   0.38 eV
Total energy   -117802.3033 eV
Structure (SMILES)   O=C(OCCC(F)(F)C(F)(F)C(F)(F)C(F)(F)C(F)(F)C(F)(F)C(F)(F)C(F)(F)F)N(F)P(O)O.O=S1(=O)CCCC1.O=S1(=O)CCCC1
Largest force on an atom   2.8 eV/Å
Charge   0
2S+1   1
Kohn-Sham gap   9.47 eV